Formula: C6H10O
Source: the OMol25 dataset
Level of theory: wB97M-V/def2-TZVPD

The value obtained for the HOMO energy is -7.73 eV. The value obtained for the total energy is -309.76404 a.u. Its LUMO energy is 1.09 eV. Its SMILES is C[C@H]1CCC=CO1. For the energy relative to the best compared isomer or geometry (same formula, charge and spin), the calculation gives 49.15 kcal/mol. The net charge is 0.

Cartesian coordinates (Å):
C  -2.271  0.248  0.215
C  -0.767  0.153  0.432
C  -0.124  -1.061  -0.274
C  1.411  -0.992  -0.179
C  1.938  0.379  0.069
C  1.155  1.448  -0.065
O  -0.214  1.361  -0.085
H  -2.776  -0.638  0.615
H  -2.494  0.320  -0.855
H  -2.684  1.134  0.709
H  -0.547  0.096  1.512
H  -0.428  -1.021  -1.324
H  -0.549  -1.996  0.130
H  1.877  -1.832  0.391
H  1.957  -0.456  -1.151
H  3.011  0.422  0.197
H  1.507  2.437  -0.336

---

Formula: C4H11N2S
Source: the OMol25 dataset
Level of theory: wB97M-V/def2-TZVPD

The value obtained for the HOMO energy is -2.61 eV. The value obtained for the total energy is -666.68668 a.u. Its LUMO energy is 3.98 eV. For the energy relative to the best compared isomer or geometry (same formula, charge and spin), the calculation gives 37.58 kcal/mol. The net charge is -1.

Cartesian coordinates (Å):
C  -1.863  -0.721  2.290
C  0.562  -1.251  2.169
N  -0.467  -0.671  2.743
H  -2.364  0.248  2.557
H  -2.385  -1.534  2.821
H  -1.977  -0.847  1.191
H  1.487  -1.062  2.733
H  0.428  -1.912  1.275
C  1.278  1.085  -1.813
C  0.142  0.739  -0.851
S  -0.305  -1.006  -0.973
N  0.989  0.799  -3.214
H  2.173  0.519  -1.477
H  1.563  2.155  -1.702
H  -0.719  1.390  -1.124
H  0.471  0.949  0.202
H  0.135  1.319  -3.510
H  0.851  -0.201  -3.318

---

Formula: C8H21AsCuN2OS
Source: the OMol25 dataset
Level of theory: wB97M-V/def2-TZVPD

The value obtained for the HOMO energy is -11.84 eV. The value obtained for the total energy is -4776.44579 a.u. Its LUMO energy is -2.16 eV. The net charge is +1.

Cartesian coordinates (Å):
Cu  1.234  -0.458  -0.106
C  4.772  0.230  -0.276
As  3.932  -1.064  0.847
C  5.191  -2.441  1.233
C  3.455  -0.227  2.496
O  2.598  -1.764  0.075
H  5.731  0.519  0.152
H  4.130  1.105  -0.365
H  4.918  -0.215  -1.258
H  6.073  -2.015  1.707
H  5.465  -2.928  0.299
H  4.720  -3.163  1.897
H  4.359  0.049  3.037
H  2.874  -0.939  3.080
H  2.856  0.662  2.303
C  -3.817  3.340  -0.977
C  -2.900  2.669  0.025
N  -2.875  1.219  -0.191
C  -1.807  0.438  -0.309
S  -0.226  1.132  -0.235
N  -1.991  -0.874  -0.458
C  -3.282  -1.555  -0.556
C  -3.920  -1.454  -1.932
H  -3.879  4.407  -0.765
H  -4.834  2.944  -0.928
H  -3.446  3.209  -1.993
H  -3.218  2.857  1.052
H  -1.883  3.036  -0.075
H  -3.778  0.778  -0.271
H  -1.158  -1.422  -0.581
H  -3.939  -1.174  0.230
H  -3.097  -2.596  -0.296
H  -4.175  -0.428  -2.200
H  -4.838  -2.041  -1.962
H  -3.246  -1.835  -2.698

---

Formula: C2H3NS3
Source: the OMol25 dataset
Level of theory: wB97M-V/def2-TZVPD

The value obtained for the HOMO energy is -8.49 eV. The value obtained for the total energy is -1327.28935 a.u. Its LUMO energy is -1.63 eV. For the energy relative to the best compared isomer or geometry (same formula, charge and spin), the calculation gives 17.13 kcal/mol. The net charge is 0.

Cartesian coordinates (Å):
C  -0.529  -0.278  -0.059
C  0.584  0.692  -0.088
H  -1.346  -2.084  0.267
H  0.350  -2.158  -0.138
H  1.305  2.654  0.233
N  -0.491  -1.592  -0.122
S  -2.045  0.511  -0.008
S  0.086  2.287  -0.076
S  2.088  -0.032  -0.009

---

Formula: C40H101BN7O23
Source: the OMol25 dataset
Level of theory: wB97M-V/def2-TZVPD

The value obtained for the HOMO energy is -6.88 eV. The value obtained for the total energy is -3722.93253 a.u. Its LUMO energy is 2.10 eV. For the energy relative to the best compared isomer or geometry (same formula, charge and spin), the calculation gives 297.98 kcal/mol. The net charge is -1.

Cartesian coordinates (Å):
O  8.176  9.788  34.452
C  9.125  9.488  33.752
O  9.004  8.904  32.622
B  10.362  8.649  32.043
O  11.319  9.111  33.074
C  10.631  9.588  34.119
O  11.063  10.012  35.168
O  10.514  9.308  30.737
C  10.859  8.471  29.801
O  11.069  8.656  28.612
C  10.835  7.068  30.402
O  10.518  7.194  31.689
O  10.986  6.031  29.788
C  15.702  14.040  30.237
C  16.390  13.028  29.325
C  15.397  12.016  28.664
O  14.801  11.270  29.761
C  13.935  10.219  29.262
N  17.218  13.719  28.339
H  15.184  13.553  31.065
H  14.897  14.542  29.692
H  16.317  14.833  30.662
H  17.113  12.533  29.977
H  15.894  11.364  27.944
H  14.624  12.592  28.151
H  13.343  10.687  28.475
H  13.221  9.890  30.016
H  14.456  9.318  28.936
H  16.583  14.047  27.618
H  17.581  14.587  28.712
C  5.770  5.394  36.858
C  6.320  6.820  36.770
C  7.472  6.930  35.772
O  8.483  6.015  36.159
C  9.695  6.253  35.470
N  5.202  7.642  36.324
H  4.959  5.450  37.588
H  6.531  4.720  37.252
H  5.314  5.084  35.918
H  6.699  7.054  37.765
H  7.810  7.952  35.965
H  7.251  6.923  34.703
H  10.217  7.086  35.950
H  9.645  6.508  34.410
H  10.251  5.341  35.685
H  4.771  7.113  35.570
H  4.392  7.661  36.934
C  10.841  6.228  25.960
C  10.015  7.498  25.684
C  9.277  7.479  24.342
O  10.231  7.549  23.299
C  9.633  7.455  22.027
N  9.079  7.673  26.781
H  10.178  5.363  26.019
H  11.405  6.248  26.891
H  11.497  6.108  25.096
H  10.764  8.297  25.675
H  8.614  8.343  24.231
H  8.652  6.583  24.303
H  10.452  7.256  21.337
H  9.055  8.357  21.812
H  9.021  6.550  22.070
H  9.609  7.495  27.627
H  8.893  8.667  26.874
C  9.637  9.863  21.554
C  11.022  9.536  22.164
C  10.998  9.700  23.657
O  12.346  9.669  24.204
C  12.263  9.673  25.634
N  11.419  8.186  21.792
H  8.857  9.241  21.999
H  9.626  9.544  20.511
H  9.400  10.924  21.602
H  11.769  10.242  21.795
H  10.399  8.899  24.098
H  10.458  10.632  23.852
H  11.873  10.651  25.922
H  13.264  9.609  26.062
H  11.684  8.848  26.052
H  12.209  7.918  22.367
H  10.668  7.603  22.150
C  7.189  9.482  29.853
C  7.330  10.916  29.406
C  7.183  11.138  27.893
O  8.323  10.523  27.246
C  8.476  10.838  25.884
N  6.427  11.811  30.145
H  6.155  9.140  29.804
H  7.496  9.458  30.899
H  7.836  8.803  29.298
H  8.312  11.296  29.699
H  7.314  12.222  27.820
H  6.262  10.846  27.388
H  9.356  10.323  25.496
H  8.705  11.900  25.766
H  7.639  10.532  25.252
H  6.634  11.812  31.136
H  6.441  12.757  29.790
C  15.773  6.002  28.013
C  14.339  6.239  27.487
C  14.224  6.086  25.962
O  15.092  6.955  25.284
C  14.815  7.077  23.950
N  13.396  5.405  28.226
H  16.118  4.978  27.866
H  15.748  6.195  29.086
H  16.446  6.721  27.547
H  14.070  7.270  27.738
H  13.191  6.204  25.618
H  14.426  5.052  25.660
H  15.542  7.778  23.542
H  13.785  7.419  23.820
H  14.939  6.145  23.388
H  13.658  5.341  29.202
H  12.495  5.855  28.334
C  8.829  10.801  38.183
C  7.651  9.808  38.084
C  6.980  9.588  39.392
O  7.938  9.126  40.324
C  7.615  9.313  41.716
N  6.676  10.288  37.086
H  8.497  11.831  38.324
H  9.374  10.780  37.238
H  9.491  10.510  38.998
H  8.221  8.890  37.898
H  6.145  8.895  39.240
H  6.514  10.523  39.717
H  8.249  8.790  42.429
H  6.579  9.051  41.942
H  7.635  10.393  41.881
H  6.096  9.451  37.009
H  7.169  10.270  36.200
C  15.666  9.233  32.217
C  14.417  9.359  33.074
O  14.652  9.617  34.460
O  16.271  10.530  31.988
H  15.367  8.849  31.238
H  16.431  8.539  32.562
H  13.865  8.426  32.945
H  13.718  10.126  32.735
H  15.276  10.351  34.443
H  15.769  10.922  31.259
C  14.093  11.785  37.634
C  12.694  11.782  37.008
O  12.111  13.048  37.282
O  14.092  11.646  39.072
H  14.608  12.721  37.418
H  14.599  10.899  37.250
H  12.012  11.028  37.403
H  12.847  11.483  35.969
H  11.538  13.370  36.583
H  14.376  12.479  39.453
C  4.688  9.314  33.246
C  3.767  8.184  32.846
O  4.146  6.895  33.378
O  4.466  9.795  34.550
H  4.578  10.146  32.549
H  5.751  9.062  33.198
H  3.776  8.056  31.761
H  2.760  8.529  33.090
H  3.559  6.271  32.944
H  4.808  9.093  35.123
C  4.915  13.258  33.986
C  6.389  13.139  33.652
O  6.704  11.845  33.184
O  4.451  12.514  35.099
H  4.334  12.962  33.109
H  4.705  14.266  34.347
H  7.092  13.410  34.440
H  6.456  13.842  32.818
H  6.997  11.267  33.899
H  4.600  11.571  34.941

---

Formula: C20H31N3O2
Source: the OMol25 dataset
Level of theory: wB97M-V/def2-TZVPD

The value obtained for the HOMO energy is -9.26 eV. The value obtained for the total energy is -1095.52316 a.u. Its LUMO energy is 0.76 eV. Its SMILES is CC[C@@H](C)[C@@H](NC(=O)[C@H]1CC[C@@H](C)CC1)C(=O)NCc1ccccn1. For the energy relative to the best compared isomer or geometry (same formula, charge and spin), the calculation gives 6.33 kcal/mol. The net charge is 0.

Cartesian coordinates (Å):
C  -5.658  -0.361  -0.199
C  -4.380  -0.015  0.555
C  -3.468  0.941  -0.225
C  -4.020  2.365  -0.216
C  -2.056  0.941  0.370
N  -1.493  -0.400  0.378
C  -0.504  -0.757  1.217
O  -0.081  0.012  2.068
C  0.005  -2.192  1.113
C  1.505  -2.210  1.430
C  2.300  -1.566  0.299
C  2.057  -2.269  -1.036
C  2.859  -1.604  -2.150
C  0.562  -2.244  -1.353
C  -0.236  -2.895  -0.224
C  -1.078  1.820  -0.437
O  -1.220  2.064  -1.618
N  -0.044  2.242  0.312
C  1.083  2.958  -0.248
C  2.394  2.284  0.065
C  2.765  2.004  1.379
C  3.984  1.390  1.607
C  4.793  1.084  0.523
C  4.333  1.405  -0.744
N  3.166  1.984  -0.969
H  -6.265  0.524  -0.370
H  -5.425  -0.807  -1.163
H  -6.251  -1.072  0.373
H  -4.634  0.442  1.514
H  -3.840  -0.940  0.769
H  -3.391  0.606  -1.265
H  -5.021  2.387  -0.635
H  -3.389  3.015  -0.814
H  -4.060  2.752  0.801
H  -2.082  1.288  1.409
H  -1.737  -0.985  -0.404
H  -0.524  -2.741  1.904
H  1.678  -1.663  2.358
H  1.832  -3.242  1.572
H  2.008  -0.518  0.207
H  3.365  -1.592  0.541
H  2.378  -3.314  -0.945
H  3.924  -1.652  -1.933
H  2.678  -2.099  -3.102
H  2.578  -0.557  -2.246
H  0.254  -1.205  -1.496
H  0.373  -2.778  -2.288
H  -1.301  -2.934  -0.468
H  0.096  -3.931  -0.118
H  0.065  1.838  1.237
H  1.098  3.979  0.156
H  0.945  3.007  -1.331
H  2.114  2.259  2.201
H  4.298  1.156  2.613
H  5.752  0.610  0.658
H  4.920  1.189  -1.627